Record 1
Below is C4H11NS in the gas phase, with properties calculated with ωB97M-V with the def2-TZVPD basis set.

spin multiplicity	1
total energy	-16651.4536	eV
HOMO energy	-9.020	eV
lowest unoccupied orbital energy	0.93	eV
SMILES	NCCCCS
orbital gap	9.951	eV

```
17
Properties=species:S:1:pos:R:3:forces:R:3
S -2.035357 0.614460 -0.503661 -0.64 0.02 0.21
N 2.686775 0.077004 -0.253068 -0.44 0.19 -0.03
C 1.463634 -0.436933 -0.904388 0.72 -0.67 0.21
C -0.937274 0.720213 0.937215 0.89 -0.48 -0.48
C -0.015382 -0.487916 1.208017 -0.13 0.21 0.87
C 0.578782 -1.242186 0.041067 -0.34 0.11 -0.03
H 1.158205 -2.068876 0.454576 0.19 -0.06 -0.04
H 2.596091 1.068911 -0.073409 0.08 -0.04 0.10
H 0.931805 0.380424 -1.387003 -0.04 0.03 -0.04
H -1.574225 0.839267 1.803974 -0.17 0.30 0.05
H -1.257548 -0.072932 -1.331873 0.23 -0.05 -0.08
H -0.548282 -1.186603 1.854294 -0.15 -0.20 -0.18
H 1.800037 -1.146641 -1.668255 -0.21 0.24 -0.23
H -0.314196 1.597824 0.805112 -0.06 0.27 0.11
H 2.797406 -0.378944 0.644837 0.16 0.06 0.00
H 0.793198 -0.126666 1.862591 -0.10 0.09 -0.20
H -0.232452 -1.722559 -0.505900 -0.01 -0.03 -0.22
```
Forces are in eV/Å.

Results of the Mulliken charge analysis, in e, for atoms 1 through 2:
1 S -0.198
2 N -0.622

---

Record 2
Below is a molecular structure, C3H11N5, with properties calculated with ωB97M-V with the def2-TZVPD basis set.

spin multiplicity	1
total energy	-10731.2385	eV
HOMO energy	-8.543	eV
lowest unoccupied orbital energy	0.62	eV
orbital gap	9.164	eV

```
19
Properties=species:S:1:pos:R:3:forces:R:3
N -0.083890 1.276624 -1.325880 -3.91 -0.87 4.21
N 0.946369 0.410280 -0.647846 0.18 2.75 0.96
N -0.742252 -0.686256 0.344864 -1.30 -0.47 -3.21
N 0.924958 0.356088 1.808202 -2.77 -3.32 -2.33
N -0.913809 -1.535770 -0.854510 3.72 3.56 -4.71
C -1.670020 -1.219965 1.214523 -0.34 -4.18 -0.84
C 2.080254 1.426479 -0.314223 -0.96 -0.41 -4.65
C 0.435420 -0.118645 0.615142 0.85 3.69 2.24
H -1.746248 -1.219116 -1.603740 2.27 -0.01 2.98
H -1.208275 0.870547 -0.782551 4.43 1.76 -1.94
H -2.322493 -1.810505 0.339116 0.71 1.31 3.60
H -2.176764 -0.436661 1.717056 -0.61 0.14 1.30
H 0.163046 -0.736602 -1.433068 -2.42 -3.30 1.17
H -0.989307 -2.019609 1.706753 -2.24 0.89 0.67
H 0.353870 -0.157955 2.578207 1.25 1.02 -1.53
H 2.759545 0.765172 0.050363 2.14 -1.11 2.58
H 1.805034 2.403669 0.192913 0.23 -1.72 -0.64
H -0.228029 0.945969 -2.240584 0.15 -0.78 -1.57
H 2.612592 1.486256 -1.364737 -1.39 1.05 1.71
```
Forces are in eV/Å.

Results of the Mulliken charge analysis, in e, for atoms 1 through 2:
1 N -0.705
2 N -0.130

---

Repeat the second record exactly.
Below is a molecular structure, C3H11N5, with properties calculated with ωB97M-V with the def2-TZVPD basis set.

spin multiplicity	1
total energy	-10731.2385	eV
HOMO energy	-8.543	eV
lowest unoccupied orbital energy	0.62	eV
orbital gap	9.164	eV

```
19
Properties=species:S:1:pos:R:3:forces:R:3
N -0.083890 1.276624 -1.325880 -3.91 -0.87 4.21
N 0.946369 0.410280 -0.647846 0.18 2.75 0.96
N -0.742252 -0.686256 0.344864 -1.30 -0.47 -3.21
N 0.924958 0.356088 1.808202 -2.77 -3.32 -2.33
N -0.913809 -1.535770 -0.854510 3.72 3.56 -4.71
C -1.670020 -1.219965 1.214523 -0.34 -4.18 -0.84
C 2.080254 1.426479 -0.314223 -0.96 -0.41 -4.65
C 0.435420 -0.118645 0.615142 0.85 3.69 2.24
H -1.746248 -1.219116 -1.603740 2.27 -0.01 2.98
H -1.208275 0.870547 -0.782551 4.43 1.76 -1.94
H -2.322493 -1.810505 0.339116 0.71 1.31 3.60
H -2.176764 -0.436661 1.717056 -0.61 0.14 1.30
H 0.163046 -0.736602 -1.433068 -2.42 -3.30 1.17
H -0.989307 -2.019609 1.706753 -2.24 0.89 0.67
H 0.353870 -0.157955 2.578207 1.25 1.02 -1.53
H 2.759545 0.765172 0.050363 2.14 -1.11 2.58
H 1.805034 2.403669 0.192913 0.23 -1.72 -0.64
H -0.228029 0.945969 -2.240584 0.15 -0.78 -1.57
H 2.612592 1.486256 -1.364737 -1.39 1.05 1.71
```
Forces are in eV/Å.

Results of the Mulliken charge analysis, in e, for atoms 1 through 2:
1 N -0.705
2 N -0.130